{"formula": "C44H48BBr2IN3O5", "method": "ωB97M-V/def2-TZVPD", "species": ["C", "C", "Br", "C", "Br", "C", "C", "N", "C", "B", "O", "N", "C", "C", "C", "O", "N", "O", "C", "C", "O", "O", "C", "C", "C", "I", "H", "H", "H", "H", "H", "H", "H", "H", "H", "H", "H", "H", "H", "H", "H", "H", "H", "H", "C", "C", "C", "C", "C", "C", "H", "H", "H", "H", "H", "H", "C", "C", "C", "C", "C", "C", "H", "H", "H", "H", "H", "H", "C", "C", "C", "C", "C", "C", "H", "H", "H", "H", "H", "H", "C", "C", "C", "C", "C", "C", "H", "H", "H", "H", "H", "H", "C", "C", "C", "C", "C", "C", "H", "H", "H", "H", "H", "H"], "coordinates": [[2.99721, 3.30666, 1.25773], [2.62905, 2.60602, 2.53822], [2.20845, 3.78390, 3.99786], [2.56429, 1.27920, 2.70546], [2.07685, 0.46558, 4.35972], [2.87431, 0.42029, 1.52311], [4.20333, 0.29284, 1.14958], [4.51185, -0.44043, 0.07045], [3.60580, -1.08108, -0.69510], [4.12982, -1.88597, -2.00239], [4.44056, -3.18122, -1.79033], [4.21640, -1.20805, -3.30160], [2.93237, -0.54180, -3.62838], [5.22069, -0.12615, -3.16430], [2.26244, -1.02529, -0.33743], [1.29283, -1.63648, -1.04965], [1.41602, -3.13688, -1.06704], [1.06852, -3.59956, -0.08065], [1.89872, -0.25926, 0.79455], [0.44159, -0.19088, 1.18800], [-0.10314, -1.19852, 1.51031], [-0.21050, 0.99569, 1.13731], [-0.97980, 1.05397, -0.09345], [-1.59780, 2.45288, -0.11187], [-2.59595, 2.56060, 1.06831], [-2.51512, 2.87281, -1.99392], [4.05952, 3.56788, 1.24852], [2.45507, 4.24740, 1.16467], [2.78027, 2.72249, 0.36308], [5.01691, 0.75970, 1.68595], [5.48728, -0.51612, -0.18365], [4.77453, -3.59198, -2.59878], [3.01331, -0.15779, -4.64860], [2.72310, 0.31541, -2.97492], [2.10934, -1.25545, -3.64336], [6.17786, -0.49823, -2.78721], [5.38039, 0.32890, -4.14291], [4.87497, 0.69049, -2.50745], [-1.74780, 0.27613, -0.09618], [-0.32986, 0.88007, -0.96037], [-0.77591, 3.14124, 0.08513], [-2.08357, 2.86300, 1.98239], [-3.31201, 3.35307, 0.84876], [-3.09262, 1.60471, 1.22464], [0.40195, 7.36611, -5.99161], [0.17348, 6.00802, -6.16672], [-0.43328, 5.27054, -5.15885], [-0.81914, 5.89286, -3.97916], [-0.59328, 7.25190, -3.80551], [0.02041, 7.98783, -4.81009], [0.87655, 7.94073, -6.77642], [0.46786, 5.52454, -7.08952], [-0.60756, 4.20980, -5.29333], [-1.29626, 5.31594, -3.19669], [-0.89648, 7.73791, -2.88680], [0.19986, 9.04639, -4.67337], [-5.83254, -1.51834, 1.94214], [-4.58667, -1.06388, 1.53118], [-3.44246, -1.44282, 2.22349], [-3.54544, -2.28545, 3.32188], [-4.79075, -2.74286, 3.73075], [-5.93420, -2.35643, 3.04382], [-6.72354, -1.21918, 1.40476], [-4.50927, -0.41189, 0.66809], [-2.47104, -1.08407, 1.90846], [-2.65448, -2.58505, 3.85915], [-4.87078, -3.40067, 4.58654], [-6.90485, -2.70936, 3.36671], [4.81912, -1.81347, 3.82294], [6.11059, -2.21142, 3.50284], [6.82320, -3.02741, 4.37027], [6.23942, -3.45285, 5.55477], [4.94686, -3.05790, 5.87385], [4.23778, -2.23446, 5.01100], [4.26491, -1.17497, 3.14877], [6.56596, -1.88567, 2.57374], [7.83161, -3.33240, 4.12312], [6.79202, -4.09263, 6.22987], [4.49246, -3.39151, 6.79737], [3.23318, -1.92322, 5.26395], [0.95978, -7.16700, -2.54820], [0.01186, -6.28064, -2.05408], [-1.30468, -6.35842, -2.48846], [-1.67461, -7.32766, -3.41076], [-0.72731, -8.21547, -3.90214], [0.59062, -8.13327, -3.47384], [1.98716, -7.10560, -2.21091], [0.29904, -5.53255, -1.33163], [-2.04343, -5.66457, -2.10727], [-2.70163, -7.39145, -3.74583], [-1.01657, -8.97234, -4.61950], [1.32946, -8.82334, -3.86025], [-8.54959, 4.19936, 1.30192], [-7.98423, 3.36800, 0.34473], [-6.91461, 2.54960, 0.68139], [-6.41567, 2.55562, 1.97773], [-6.98381, 3.38469, 2.93545], [-8.04813, 4.20925, 2.59671], [-9.38174, 4.83952, 1.03918], [-8.37718, 3.35826, -0.66388], [-6.46939, 1.90464, -0.06695], [-5.58488, 1.91235, 2.24212], [-6.59699, 3.38784, 3.94657], [-8.48820, 4.85875, 3.34227]], "fmax_ev_per_a": 2.2, "energy_ev": -209967.4889, "total_charge": 1, "orbital_gap_ev": 6.1, "homo_ev": -10.64, "lumo_ev": -4.6}